Here is a 11-piece molecular cluster, C49H128N8O18 overall in a non-equilibrium geometry from the OMol25 dataset. Energies are from ωB97M-V/def2-TZVPD.

Structure (XYZ):
```
203
Properties=species:S:1:pos:R:3
C 5.78 -5.10 -5.48
O 7.02 -4.45 -5.82
C 7.43 -3.53 -4.76
C 6.73 -2.09 -4.65
C 6.46 -1.19 -5.91
N 7.54 -1.12 -3.84
H 5.52 -5.87 -6.21
H 4.99 -4.35 -5.49
H 5.89 -5.57 -4.50
H 7.43 -4.04 -3.80
H 8.47 -3.22 -4.89
H 5.75 -2.29 -4.21
H 7.35 -1.10 -6.54
H 6.16 -0.17 -5.66
H 5.67 -1.58 -6.54
H 7.10 -0.23 -3.64
H 8.39 -0.83 -4.29
C -10.44 13.93 5.85
O -10.07 12.75 5.16
C -8.60 12.76 4.93
C -7.94 11.54 4.21
N -7.76 10.44 5.13
C -6.88 9.39 4.60
C -7.36 8.47 3.44
O -8.72 8.17 3.69
C -9.29 7.22 2.80
H -9.84 13.85 6.75
H -11.48 13.84 6.14
H -10.28 14.87 5.32
H -8.05 13.04 5.83
H -8.57 13.60 4.24
H -6.99 11.92 3.84
H -8.46 11.26 3.29
H -8.71 10.13 5.27
H -6.58 8.85 5.50
H -5.90 9.75 4.28
H -6.85 7.52 3.55
H -7.22 8.89 2.45
H -9.41 7.61 1.79
H -10.33 7.05 3.10
H -8.88 6.22 2.78
C -1.12 0.80 3.85
O -0.32 1.76 3.16
C -0.87 3.04 3.14
C 0.11 4.12 2.50
N -0.23 4.42 1.11
C 0.35 3.45 0.17
C 0.29 4.02 -1.24
O 1.24 4.97 -1.57
C 1.01 5.58 -2.84
H -1.65 1.17 4.72
H -0.61 -0.10 4.20
H -1.86 0.64 3.07
H -1.16 3.43 4.12
H -1.76 2.93 2.52
H 1.17 3.86 2.57
H -0.06 5.07 3.01
H -0.17 5.38 0.81
H -0.22 2.52 0.16
H 1.44 3.39 0.25
H -0.73 4.40 -1.34
H 0.37 3.24 -1.99
H 1.39 4.86 -3.56
H 1.72 6.40 -2.98
H 0.04 5.98 -3.13
C 15.29 1.65 -15.06
O 14.19 0.98 -15.79
C 13.56 1.76 -16.77
C 12.07 1.66 -16.43
N 11.75 2.53 -15.27
C 10.41 2.18 -15.07
C 9.76 3.06 -14.12
O 10.27 2.96 -12.82
C 9.70 3.90 -11.86
H 14.88 2.38 -14.35
H 16.08 2.05 -15.68
H 15.73 1.00 -14.30
H 13.85 1.23 -17.68
H 14.01 2.75 -16.79
H 11.80 0.64 -16.18
H 11.57 1.84 -17.38
H 12.39 2.13 -14.60
H 10.50 1.19 -14.62
H 9.71 2.19 -15.91
H 8.71 2.77 -14.19
H 9.77 4.09 -14.48
H 8.62 3.85 -11.68
H 9.87 4.94 -12.12
H 10.30 3.75 -10.97
C -0.84 -5.58 11.99
O -0.13 -4.39 12.20
C -0.71 -3.32 12.89
C 0.47 -2.65 13.76
N 1.32 -1.65 13.05
C 2.49 -1.55 13.88
C 3.63 -0.92 13.11
O 3.46 0.46 12.83
C 3.59 1.32 13.90
H -1.72 -5.39 11.39
H -1.03 -6.21 12.87
H -0.15 -6.24 11.47
H -1.47 -3.68 13.58
H -1.18 -2.61 12.21
H 0.94 -3.53 14.19
H -0.01 -2.08 14.55
H 1.61 -1.96 12.14
H 2.90 -2.52 14.17
H 2.13 -1.01 14.75
H 3.91 -1.48 12.22
H 4.53 -1.05 13.71
H 4.51 1.40 14.47
H 2.78 1.11 14.61
H 3.44 2.29 13.41
C -5.38 -8.27 2.15
O -4.45 -9.31 2.33
C -3.58 -9.24 3.50
C -2.07 -9.43 3.03
N -2.10 -10.32 1.84
C -2.13 -11.72 2.25
C -2.26 -12.78 1.17
O -3.55 -12.55 0.54
C -3.76 -13.09 -0.78
H -4.84 -7.38 1.82
H -5.93 -7.92 3.02
H -6.12 -8.59 1.41
H -3.96 -10.07 4.10
H -3.78 -8.33 4.06
H -1.39 -9.74 3.83
H -1.66 -8.53 2.56
H -2.96 -10.19 1.32
H -3.04 -11.73 2.84
H -1.39 -11.92 3.02
H -2.18 -13.83 1.46
H -1.36 -12.65 0.57
H -4.50 -12.46 -1.27
H -4.00 -14.15 -0.83
H -2.91 -13.09 -1.46
C 4.96 -6.86 5.69
O 4.66 -7.59 6.83
C 5.23 -7.04 8.03
C 5.46 -8.06 9.15
N 6.53 -8.94 8.82
C 6.60 -10.26 9.46
C 7.92 -10.99 9.16
O 7.87 -12.44 9.34
C 6.92 -13.14 8.52
H 4.56 -7.28 4.76
H 6.04 -6.72 5.63
H 4.49 -5.89 5.86
H 4.45 -6.32 8.31
H 6.14 -6.45 7.91
H 4.48 -8.52 9.32
H 5.78 -7.62 10.10
H 6.32 -9.06 7.84
H 5.70 -10.75 9.09
H 6.46 -10.08 10.52
H 8.74 -10.55 9.73
H 8.30 -10.79 8.15
H 5.86 -13.18 8.78
H 7.23 -14.16 8.71
H 6.99 -13.05 7.44
C -15.14 1.77 -10.68
O -14.86 0.38 -10.81
C -13.86 0.02 -9.95
C -12.45 0.54 -10.28
N -11.55 0.35 -9.15
C -11.75 1.37 -8.16
C -10.90 1.16 -6.94
O -9.65 1.71 -7.35
C -8.87 2.22 -6.35
H -14.37 2.27 -11.26
H -15.12 2.19 -9.68
H -16.14 1.93 -11.09
H -13.70 -1.06 -9.93
H -14.14 0.24 -8.92
H -12.34 1.58 -10.59
H -11.96 0.10 -11.14
H -10.55 0.43 -9.25
H -12.72 1.32 -7.67
H -11.85 2.37 -8.60
H -10.79 0.11 -6.69
H -11.13 1.73 -6.03
H -7.96 2.60 -6.80
H -8.50 1.44 -5.68
H -9.36 3.01 -5.79
C -4.31 9.98 -3.59
O -5.66 10.43 -3.63
H -4.13 9.15 -4.27
H -3.62 10.81 -3.73
H -4.15 9.59 -2.58
H -5.86 11.01 -2.90
C 1.19 5.81 9.82
O 0.50 4.93 10.75
H 1.88 6.49 10.33
H 1.59 5.26 8.97
H 0.45 6.40 9.29
H 1.15 4.31 11.12
C 2.71 10.54 -11.87
O 2.30 9.16 -11.84
H 3.36 10.82 -11.04
H 3.18 10.77 -12.82
H 1.70 10.93 -11.75
H 2.27 8.92 -12.77
```

Orbital gap: 8.77 eV
Maximum force: 4.20 eV/Å
Structure (SMILES): COC[C@H](C)N.COCCNCCOC.COCCNCCOC.COCCNCCOC.COCCNCCOC.COCCNCCOC.COCCNCCOC.COCCNCCOC.CO.CO.CO

=====

Here is C49H132LiN9O16 as an isolated structure in a non-equilibrium geometry from the OMol25 dataset. Energies are from ωB97M-V/def2-TZVPD.

Structure (XYZ):
```
207
Properties=species:S:1:pos:R:3
Li -16.95 -7.50 15.63
O -20.07 -6.60 13.64
C -19.12 -6.76 14.58
O -17.95 -6.80 14.20
O -19.49 -6.69 15.76
H -20.96 -6.54 14.08
C -22.82 -8.79 20.85
C -21.99 -7.65 21.29
C -22.83 -6.60 21.96
O -23.78 -6.08 21.06
C -24.30 -4.89 21.51
N -21.05 -8.12 22.31
H -22.15 -9.54 20.33
H -23.63 -8.55 20.10
H -23.31 -9.31 21.63
H -21.56 -7.24 20.39
H -22.24 -5.83 22.36
H -23.33 -7.06 22.77
H -24.89 -4.93 22.45
H -25.03 -4.54 20.70
H -23.49 -4.19 21.60
H -20.18 -7.60 22.27
H -20.76 -9.05 22.00
C -21.13 -11.22 15.63
C -22.60 -11.18 16.11
C -22.62 -11.16 17.66
O -22.20 -12.39 18.26
C -22.39 -12.44 19.68
N -23.29 -9.95 15.71
H -21.13 -11.13 14.52
H -20.58 -12.00 16.13
H -20.79 -10.28 16.01
H -23.03 -12.11 15.71
H -23.55 -10.82 18.04
H -21.97 -10.28 17.83
H -22.35 -13.48 19.92
H -23.36 -11.93 19.80
H -21.57 -11.89 20.18
H -22.88 -9.60 14.85
H -24.24 -10.22 15.58
C -13.51 -5.58 17.37
C -14.46 -6.24 16.41
C -14.13 -7.73 16.10
O -15.05 -8.34 15.22
C -14.36 -9.31 14.44
N -15.91 -6.15 16.85
H -13.88 -4.64 17.76
H -12.62 -5.44 16.80
H -13.26 -6.26 18.16
H -14.46 -5.74 15.47
H -13.97 -8.32 16.98
H -13.14 -7.74 15.60
H -15.04 -9.70 13.69
H -14.04 -10.07 15.22
H -13.51 -8.82 13.92
H -16.17 -5.15 16.82
H -16.04 -6.51 17.79
C -12.99 -1.57 16.69
C -14.27 -1.94 16.01
C -14.01 -2.89 14.80
O -15.26 -3.18 14.31
C -15.19 -4.14 13.28
N -15.12 -2.60 17.07
H -13.05 -1.11 17.69
H -12.38 -0.96 16.07
H -12.40 -2.46 16.90
H -14.65 -1.03 15.51
H -13.49 -3.76 15.24
H -13.37 -2.42 14.05
H -14.94 -3.76 12.28
H -16.18 -4.64 13.30
H -14.44 -4.93 13.51
H -16.05 -2.63 16.67
H -15.19 -1.99 17.86
C -16.85 -11.09 17.07
C -18.22 -10.39 17.07
C -18.97 -10.80 18.38
O -18.19 -10.67 19.59
C -18.93 -11.29 20.60
N -17.95 -8.97 16.85
H -16.22 -10.72 17.84
H -16.29 -10.96 16.12
H -16.99 -12.16 17.22
H -18.68 -10.72 16.19
H -19.26 -11.86 18.29
H -19.82 -10.19 18.42
H -18.44 -10.99 21.52
H -19.00 -12.37 20.46
H -19.93 -10.83 20.64
H -17.51 -8.60 17.71
H -18.84 -8.47 16.67
C -24.58 -9.63 11.60
C -23.13 -9.18 11.37
C -22.98 -7.93 10.46
O -23.77 -8.24 9.24
C -23.23 -7.63 8.12
N -22.41 -8.86 12.65
H -25.09 -9.83 10.67
H -25.14 -8.92 12.25
H -24.51 -10.57 12.10
H -22.67 -10.05 10.82
H -21.95 -7.61 10.21
H -23.50 -7.08 10.89
H -22.29 -8.16 7.83
H -22.91 -6.55 8.23
H -23.98 -7.70 7.36
H -22.93 -8.15 13.05
H -21.42 -8.59 12.52
C -19.98 -2.79 14.90
C -19.25 -2.88 16.29
C -20.10 -3.45 17.34
O -21.33 -2.83 17.30
C -22.22 -3.36 18.27
N -17.90 -3.54 16.08
H -19.33 -2.42 14.09
H -20.81 -2.16 15.01
H -20.33 -3.79 14.55
H -19.06 -1.83 16.46
H -19.65 -3.35 18.32
H -20.26 -4.54 17.23
H -21.75 -3.66 19.18
H -22.60 -4.32 17.92
H -23.01 -2.66 18.50
H -18.03 -4.54 16.21
H -17.72 -3.36 15.13
C -24.69 -6.10 17.33
C -23.63 -6.62 16.39
C -23.27 -5.60 15.35
O -22.76 -6.13 14.12
C -22.85 -5.21 13.06
N -22.49 -6.87 17.29
H -24.60 -5.13 17.84
H -24.93 -6.74 18.18
H -25.63 -6.11 16.80
H -24.04 -7.55 15.91
H -22.51 -4.94 15.72
H -24.17 -5.04 15.09
H -22.20 -5.59 12.30
H -22.42 -4.24 13.34
H -23.93 -5.07 12.74
H -21.64 -7.17 16.77
H -22.68 -7.72 17.80
C -16.13 -6.39 21.55
C -17.06 -7.44 20.94
C -18.32 -6.79 20.34
O -18.95 -6.14 21.41
C -19.80 -5.02 21.05
N -16.42 -8.09 19.80
H -16.79 -5.69 22.08
H -15.67 -5.88 20.67
H -15.37 -6.89 22.20
H -17.42 -8.16 21.62
H -19.08 -7.49 20.00
H -18.03 -6.21 19.50
H -19.19 -4.25 20.50
H -20.21 -4.68 21.96
H -20.68 -5.30 20.44
H -15.51 -8.40 20.05
H -16.94 -8.92 19.67
C -13.22 -6.54 11.69
C -13.93 -6.91 10.34
C -14.03 -8.46 10.14
O -15.22 -6.32 10.26
H -13.12 -5.42 11.79
H -12.18 -6.95 11.81
H -13.76 -6.90 12.54
H -13.31 -6.47 9.54
H -14.29 -8.68 9.10
H -14.75 -8.82 10.89
H -13.12 -9.06 10.27
H -15.74 -6.84 10.90
C -26.95 -5.57 11.77
C -26.70 -5.76 10.26
C -25.34 -5.22 9.83
O -26.95 -7.18 10.08
H -27.98 -5.96 12.08
H -27.05 -4.51 12.08
H -26.16 -6.11 12.25
H -27.55 -5.25 9.72
H -25.18 -5.24 8.75
H -24.53 -5.72 10.33
H -25.41 -4.17 10.07
H -26.36 -7.58 9.40
C -18.99 -10.37 12.10
C -17.80 -10.32 12.99
C -17.26 -11.74 13.36
O -16.72 -9.56 12.48
H -18.75 -10.84 11.15
H -19.32 -9.34 11.96
H -19.73 -10.97 12.56
H -18.27 -9.85 13.85
H -16.86 -12.19 12.46
H -18.04 -12.23 13.87
H -16.44 -11.53 14.05
H -17.08 -8.68 12.20
C -19.25 -5.63 10.19
C -18.75 -6.98 10.59
C -18.06 -7.60 9.41
O -17.71 -6.92 11.51
H -20.15 -5.69 9.53
H -18.55 -5.03 9.68
H -19.61 -5.04 11.01
H -19.62 -7.57 10.91
H -17.71 -8.59 9.68
H -17.19 -7.03 9.12
H -18.77 -7.78 8.53
H -17.92 -6.65 12.40
```

Orbital gap: 9.42 eV
Maximum force: 3.59 eV/Å

=====

| no. | electronic energy (hartree) |
| --- | --- |
| 1 | -3735.3321 |
| 2 | -3650.2122 |